1.
DFT (the ωB97M-V functional and the def2-TZVPD basis) results for a molecular structure, C4H6HgO.

Output
- E_HOMO (spin up / spin down) (eV) = -2.589 / -3.264
- 2S+1 = 2
- calculated total energy (a.u.) = -384.55560
- charge = -1
- ⟨S²⟩ = 0.7634
- relative energy (zero: lowest compared OMol25 entry of this formula, charge and spin) (eV) = 0.000
- lowest unoccupied orbital energy (spin up / spin down) (hartree) = 0.150 / 0.116

Atoms and positions in Å:
O: 1.103 -2.108 0.348
C: 0.778 -1.814 1.574
C: 0.145 -0.690 2.030
H: 1.116 -2.534 2.349
H: 0.386 0.281 1.581
H: -0.552 -0.761 2.867
Hg: 1.129 -0.902 -1.513
C: 0.132 1.417 -1.884
C: -1.204 1.562 -1.720
H: 0.545 2.276 -2.454
H: -1.785 0.838 -1.127
H: -1.792 2.437 -2.052

Let us look at the Mulliken charges, expressed in e, one per atom: O -0.748; C 0.111; C -0.827; H 0.293; H 0.160; H 0.224; Hg 0.188; C -0.588; C -0.469; H 0.218; H 0.208; H 0.231

2.
DFT (the ωB97M-V functional and the def2-TZVPD basis) results for 2 unconnected molecules or ions with the total composition CH2F4Si.

Output
- E_HOMO (spin up / spin down) (eV) = -9.919 / -9.079
- 2S+1 = 1
- calculated total energy (a.u.) = -728.30437
- charge = 0
- relative energy (zero: lowest compared OMol25 entry of this formula, charge and spin) (eV) = 4.303
- lowest unoccupied orbital energy (spin up / spin down) (hartree) = -0.001 / -0.080

Atoms and positions in Å:
C: 2.099 0.880 0.064
F: 2.075 -0.391 0.561
F: -1.818 0.622 0.300
F: -2.598 -1.787 0.883
F: -2.610 -1.055 -1.569
Si: -1.751 -0.858 -0.173
H: 2.733 0.974 -0.777
H: 1.871 1.614 0.711

Let us look at the Mulliken charges, expressed in e, one per atom: C -0.411; F -0.206; F -0.175; F -0.272; F -0.280; Si 0.719; H 0.288; H 0.336

3.
DFT (the ωB97M-V functional and the def2-TZVPD basis) results for a molecular structure, C24H30N5OTl.

Output
- E_HOMO (eV) = -6.552
- 2S+1 = 1
- calculated total energy (a.u.) = -1454.03135
- charge = 0
- lowest unoccupied orbital energy (hartree) = 0.009

Atoms and positions in Å:
Tl: -0.186 -0.698 0.580
C: 2.989 1.002 0.725
N: 1.594 1.432 0.881
C: 1.453 2.205 2.099
C: 1.031 2.098 -0.237
C: 1.827 2.623 -1.250
C: 1.231 3.245 -2.342
C: -0.127 3.304 -2.413
C: -0.917 2.720 -1.420
C: -0.361 2.155 -0.279
N: -1.117 1.488 0.694
C: -2.468 1.761 0.953
C: -3.117 2.982 0.636
C: -4.471 3.168 0.902
C: -5.225 2.139 1.462
C: -4.579 0.966 1.794
C: -3.230 0.762 1.591
N: -2.541 -0.419 2.058
C: -3.298 -1.670 2.039
C: -1.854 -0.152 3.320
H: 3.737 1.830 0.695
H: 3.255 0.379 1.577
H: 3.089 0.394 -0.188
H: 2.011 3.178 2.039
H: 0.426 2.382 2.280
H: 1.837 1.620 2.915
H: 2.897 2.560 -1.189
H: 1.824 3.625 -3.174
H: -0.620 3.794 -3.223
H: -2.008 2.719 -1.547
H: -2.507 3.747 0.206
H: -4.953 4.114 0.613
H: -6.252 2.297 1.671
H: -5.174 0.201 2.314
H: -4.136 -1.695 2.739
H: -3.729 -1.823 1.034
H: -2.643 -2.491 2.258
H: -2.574 0.063 4.130
H: -1.205 -0.984 3.626
H: -1.258 0.743 3.240
C: 2.432 -3.926 1.930
C: 1.758 -4.285 0.638
O: 1.101 -5.315 0.517
N: 1.977 -3.393 -0.373
C: 1.095 -3.520 -1.547
C: 1.513 -2.494 -2.572
C: 2.626 -2.798 -3.345
C: 3.020 -1.929 -4.355
C: 2.254 -0.788 -4.538
C: 1.192 -0.549 -3.697
N: 0.804 -1.383 -2.705
H: 1.759 -3.418 2.604
H: 3.325 -3.299 1.732
H: 2.771 -4.834 2.398
H: 2.249 -2.466 -0.111
H: 0.035 -3.382 -1.261
H: 1.182 -4.551 -1.902
H: 3.210 -3.675 -3.164
H: 3.889 -2.090 -4.964
H: 2.533 -0.039 -5.286
H: 0.623 0.372 -3.805

Let us look at the Mulliken charges, expressed in e, one per atom: Tl 0.770; C -1.198; N 0.430; C -1.200; C 0.635; C -0.144; C -0.838; C -1.037; C -0.458; C -0.036; N -0.179; C 0.103; C -1.040; C -0.734; C -0.939; C -0.244; C 0.319; N 0.580; C -1.150; C -1.125; H 0.346; H 0.281; H 0.398; H 0.262; H 0.271; H 0.439; H 0.415; H 0.368; H 0.397; H 0.632; H 0.678; H 0.337; H 0.441; H 0.216; H 0.312; H 0.383; H 0.312; H 0.387; H 0.322; H 0.269; C -0.983; C 0.695; O -0.631; N -0.084; C -0.774; C 0.316; C -0.574; C -0.417; C -0.468; C -0.200; N -0.133; H 0.183; H 0.293; H 0.348; H 0.086; H 0.285; H 0.483; H 0.426; H 0.444; H 0.358; H 0.367

4.
DFT (the ωB97M-V functional and the def2-TZVPD basis) results for C2H4N4O2 in the gas phase.

Output
- E_HOMO (eV) = -9.475
- 2S+1 = 1
- calculated total energy (a.u.) = -448.03933
- charge = 0
- relative energy (zero: lowest compared OMol25 entry of this formula, charge and spin) (eV) = 1.716
- lowest unoccupied orbital energy (hartree) = 0.024

Atoms and positions in Å:
C: 0.014 1.376 0.608
C: 0.866 0.034 -0.977
H: -0.351 -2.269 -1.226
H: 0.856 -2.296 -0.111
H: -1.720 -0.017 0.860
H: -0.871 2.527 1.989
N: -0.089 -1.998 -0.329
N: -0.258 -0.590 -0.537
N: -0.748 0.186 0.597
N: -0.137 2.477 1.242
O: 0.885 1.251 -0.414
O: 1.551 -0.681 -1.703

Let us look at the Mulliken charges, expressed in e, one per atom: C 0.524; C 0.589; H 0.287; H 0.272; H 0.279; H 0.245; N -0.577; N 0.205; N -0.287; N -0.636; O -0.312; O -0.589